## 1
Computed, not measured: a molecular structure, C32H29BCrF2N4O3P, with wB97M-V/def2-TZVPD.

Summary:
Multiplicity: 4
Net charge: 0
Kohn-Sham gap (spin up / spin down), eV: 7.52 / 7.56
E_HOMO (spin up / spin down), eV: -7.2996 / -7.3570

Geometry as XYZ:
```
73
Properties=species:S:1:pos:R:3:lowdin_charge:R:1
Cr 12.805 10.183 9.162 0.74
P 16.454 10.496 9.046 1.12
F 10.898 7.973 10.429 0.19
F 10.025 9.068 8.691 0.18
O 11.328 11.575 9.338 -0.18
O 12.418 10.540 7.318 -0.18
O 12.752 10.300 11.212 -0.03
N 13.555 12.089 12.401 0.10
N 11.445 11.260 7.094 0.01
N 13.884 12.539 9.431 0.11
N 10.919 11.822 8.131 -0.19
C 19.003 9.942 7.801 -0.10
C 14.608 6.380 8.555 -0.09
C 7.392 14.146 7.757 -0.09
C 14.615 14.540 10.531 -0.03
C 9.116 13.150 9.055 -0.02
C 16.583 12.537 7.092 -0.13
C 13.803 7.473 8.685 -0.14
C 13.613 13.316 8.363 -0.13
C 16.386 13.118 5.852 -0.12
C 20.937 9.289 9.023 -0.09
C 12.677 11.099 12.117 -0.46
C 20.307 9.515 7.810 -0.09
C 18.307 10.136 8.974 -0.36
C 15.431 10.588 6.379 -0.10
C 11.485 10.900 13.048 0.04
C 8.000 13.611 6.584 -0.07
C 9.205 12.979 6.694 -0.03
C 20.234 9.503 10.220 -0.09
C 15.117 11.214 5.214 -0.09
C 15.665 12.462 4.884 -0.08
C 15.989 6.507 8.716 -0.09
C 13.818 14.686 8.264 -0.01
C 18.926 9.935 10.215 -0.12
C 14.769 12.348 11.665 -0.12
C 15.688 8.862 8.954 -0.42
C 7.943 13.919 8.965 -0.10
C 14.303 8.754 8.873 -0.22
C 16.507 7.738 8.967 -0.11
C 16.105 11.260 7.399 -0.38
C 9.797 12.741 7.946 -0.14
C 14.410 13.166 10.464 -0.28
C 14.273 15.315 9.469 -0.04
B 11.071 8.868 9.484 -0.60
H 15.454 12.893 12.312 0.13
H 14.375 16.400 9.556 0.11
H 14.612 10.674 4.456 0.10
H 12.737 7.309 8.563 0.08
H 18.457 10.061 6.881 0.10
H 13.316 12.803 13.052 0.14
H 14.152 5.413 8.428 0.10
H 17.203 13.080 7.859 0.12
H 13.260 12.773 7.459 0.11
H 20.672 9.336 11.185 0.09
H 6.488 14.771 7.715 0.11
H 13.528 15.167 7.353 0.10
H 7.532 14.335 9.896 0.11
H 7.530 13.767 5.635 0.10
H 22.002 9.030 9.078 0.11
H 20.919 9.366 6.914 0.11
H 9.494 12.986 10.079 0.12
H 15.400 12.969 3.928 0.11
H 18.442 10.189 11.121 0.08
H 11.040 9.931 12.959 0.08
H 9.692 12.505 5.829 0.12
H 16.639 5.643 8.682 0.10
H 14.954 14.979 11.442 0.11
H 17.568 7.822 9.168 0.09
H 11.789 11.142 14.093 0.09
H 15.013 9.602 6.573 0.11
H 15.233 11.389 11.404 0.09
H 10.647 11.542 12.754 0.09
H 16.834 14.092 5.719 0.10
```

---

## 2
Computed, not measured: a molecular structure, C32H29BCrF2N4O3P, with wB97M-V/def2-TZVPD.

Summary:
Multiplicity: 4
Net charge: 0
Kohn-Sham gap (spin up / spin down), eV: 7.71 / 7.63
E_HOMO (spin up / spin down), eV: -7.6525 / -7.5797

Geometry as XYZ:
```
73
Properties=species:S:1:pos:R:3:lowdin_charge:R:1
Cr -1.704 -0.303 -0.282 0.71
P 1.692 -0.087 0.081 1.13
F -2.868 2.225 -1.510 0.15
F -3.572 0.581 -2.870 0.11
O -1.139 1.452 0.513 -0.19
O -3.213 0.095 1.013 -0.21
O -1.231 -1.593 1.543 -0.04
N -2.895 -2.226 -0.767 0.08
N -0.671 -3.693 0.898 0.09
N -2.065 1.816 1.414 -0.18
N -3.140 1.234 1.627 0.04
C 2.789 3.651 1.201 -0.10
C 6.053 -1.893 0.099 -0.08
C 5.917 -0.487 -0.089 -0.06
C -4.259 -4.355 -1.901 -0.05
C -2.753 3.254 3.146 -0.04
C 3.671 -2.051 0.235 -0.14
C -2.276 -3.359 -0.969 -0.25
C -4.214 -2.154 -0.953 -0.07
C -1.009 3.957 1.554 0.02
C 0.102 -0.962 -4.174 -0.09
C -0.917 -2.779 1.816 -0.47
C -0.809 -3.155 3.293 0.02
C -0.867 -3.447 -0.530 -0.09
C 2.516 2.299 1.160 -0.11
C -1.004 5.237 2.090 -0.07
C 1.974 -0.734 -2.678 -0.09
C 4.875 -2.675 0.255 -0.10
C 4.625 0.106 -0.081 -0.08
C 1.117 -0.458 -1.616 -0.43
C 1.606 2.537 -1.104 -0.07
C 2.495 4.411 0.095 -0.12
C -1.867 5.487 3.147 -0.10
C -0.278 -0.436 -1.822 -0.26
C 1.815 3.944 -1.021 -0.06
C -1.980 3.090 2.044 -0.17
C 1.448 -0.895 -3.944 -0.11
C 3.499 -0.677 0.005 -0.36
C -4.907 -3.190 -1.558 -0.04
C -0.720 -0.807 -3.070 -0.16
C 1.912 1.773 -0.017 -0.38
C -2.942 -4.417 -1.607 -0.01
C -2.662 4.485 3.718 -0.09
B -2.824 0.910 -1.767 -0.53
H 5.047 -3.733 0.467 0.10
H -2.350 -5.258 -1.801 0.10
H 2.729 1.707 2.083 0.12
H -0.366 -2.482 -0.757 0.10
H 2.780 -2.573 0.551 0.08
H -1.814 6.481 3.638 0.11
H -0.423 3.498 0.753 0.11
H 2.130 -1.045 -4.839 0.12
H 3.040 -0.833 -2.524 0.10
H 7.074 -2.286 0.206 0.10
H 0.168 -3.490 3.500 0.07
H -1.603 -3.816 3.639 0.09
H -3.265 4.717 4.662 0.13
H 1.752 4.662 -1.858 0.11
H -0.316 5.991 1.729 0.10
H -0.303 -4.312 -0.967 0.15
H 3.189 4.070 2.076 0.09
H 2.792 5.470 0.068 0.11
H -0.517 -4.663 1.208 0.17
H -3.243 2.452 3.621 0.11
H -0.272 -1.128 -5.182 0.11
H -0.915 -2.267 3.911 0.09
H 1.208 2.106 -1.995 0.10
H -5.934 -3.010 -1.825 0.11
H 6.816 0.116 -0.207 0.10
H -1.774 -0.914 -3.341 0.09
H 4.488 1.119 -0.115 0.06
H -4.802 -5.174 -2.383 0.12
H -4.636 -1.120 -0.933 0.13
```

---

Which one is most stable, and which one is least stable? 1 is the most stable of them, while 2 is the least stable.

---

## 1
Computed, not measured: a gas-phase ion, C4H9N2OS (charge +1), with wB97M-V/def2-TZVPD.

Summary:
Multiplicity: 3
Net charge: +1
Kohn-Sham gap (spin up / spin down), eV: 4.83 / 7.26
E_HOMO (spin up / spin down), eV: -8.7307 / -13.9639

Geometry as XYZ:
```
17
Properties=species:S:1:pos:R:3:lowdin_charge:R:1
S 3.105 0.878 -0.668 0.92
O 0.553 2.413 -1.944 0.15
N 1.455 0.565 -0.802 -0.36
N -1.657 0.061 -1.237 0.21
C 0.910 -0.201 1.634 -0.06
C 0.581 1.487 -1.217 -0.55
C 0.387 -0.226 0.181 -0.24
C -0.589 0.770 -0.342 -0.12
H 3.293 -0.124 -1.500 -0.12
H -1.845 0.626 -2.153 0.22
H 0.202 -1.240 -0.021 0.11
H -1.041 1.559 0.208 0.15
H 0.040 -0.731 2.269 0.13
H 1.832 -0.892 1.726 0.11
H -1.416 -0.942 -1.411 0.18
H -2.647 0.120 -0.849 0.19
H 1.066 0.857 1.987 0.10
```

---

## 2
Computed, not measured: a gas-phase ion, C4H9N2OS (charge +1), with wB97M-V/def2-TZVPD.

Summary:
Multiplicity: 3
Net charge: +1
Kohn-Sham gap (spin up / spin down), eV: 6.27 / 6.69
E_HOMO (spin up / spin down), eV: -9.6526 / -13.8181

Geometry as XYZ:
```
17
Properties=species:S:1:pos:R:3:lowdin_charge:R:1
S 1.439 0.720 -0.321 1.08
O -1.755 0.947 -1.583 -0.11
N -0.382 -1.322 -0.745 0.20
N 0.029 -0.573 1.485 -0.01
C 1.597 1.216 1.425 -0.39
C 0.831 0.180 2.154 -0.22
C -0.181 -0.198 0.234 -0.65
C -1.575 0.936 -0.135 -0.07
H -0.178 -1.043 -1.679 0.12
H -1.287 -1.673 -0.644 0.13
H -1.360 1.928 0.364 0.13
H 1.032 -0.258 3.216 0.15
H -2.722 0.840 -1.768 0.12
H -2.479 0.352 0.229 0.13
H 2.595 1.347 1.655 0.06
H 0.284 -2.159 -0.547 0.22
H 1.171 2.241 1.444 0.11
```

---

Which one is most stable, and which one is least stable? 2 is the most stable of them, while 1 is the least stable.